Here is C17H18N2O5S as an isolated structure at a distorted geometry from OMol25. Energies are from ωB97M-V with the def2-TZVPD basis set.

The geometry in ORCA input format:
```
! wB97M-V def2-TZVPD RIJCOSX def2/J DEFGRID3
* xyz 0 1
C 6.4376 0.6430 -0.1399
C 5.1173 1.1334 -0.3324
O 4.7994 2.2069 -0.9902
N 4.1433 0.3238 0.3533
C 2.7389 0.3222 0.3840
C 1.9810 -0.5578 1.3331
C 0.5819 -0.5103 1.6302
C -0.0439 0.6992 0.7897
C 0.5802 1.6758 0.0860
C 2.0386 1.5190 -0.0231
H 2.4615 2.5138 -0.5673
H -0.0224 2.5765 -0.3340
S -1.7709 0.5664 1.0289
O -2.1289 2.0795 1.8277
O -2.2230 -0.4693 1.6597
N -2.5488 0.8260 -0.2501
C -2.8467 2.0199 -0.7678
H -2.7964 2.2175 -1.8196
H -2.1850 3.0611 -0.3825
C -4.3945 2.4574 -0.3462
O -5.2557 2.5479 -1.3937
O -4.7397 2.5264 0.9868
H -3.8108 2.4271 1.4301
C -2.0635 0.0065 -1.2375
C -1.7976 -1.2623 -1.1204
C -0.4536 -1.9939 -0.8948
C -0.3465 -3.4801 -0.3869
C -1.3963 -3.8343 0.0965
C -2.7732 -3.4568 0.2403
C -2.8414 -2.1872 -0.3062
H -3.8425 -1.5820 -0.4239
H -3.5673 -3.9913 0.3998
H -1.2605 -4.9500 0.5463
H 0.6051 -3.8684 -0.4167
H 0.2737 -1.5379 -1.2827
H -2.7227 0.1372 -2.1587
H -1.0344 0.3395 -2.0199
H 0.1215 -1.1041 2.2881
H 2.5665 -1.2507 1.7306
H 4.3690 -0.3121 0.9552
H 6.7918 0.5708 0.9741
H 6.8966 1.3657 -0.5647
H 6.3624 -0.4142 -0.5813
*
```

Computed properties:
Energy above the lowest of the compared OMol25 structures with the same formula, charge and spin   17.6750 eV
Frontier orbital gap   0.3049 Eh
DFT total energy   -1541.91476 a.u.

Results of the Mulliken charge analysis, in e, for atoms 1 through 5: atom 1 (C): -1.369, atom 2 (C): 0.850, atom 3 (O): -0.603, atom 4 (N): -0.195, atom 5 (C): 0.588

Here is one molecule with the formula C18H16FN5O2S at a distorted geometry from OMol25. Energies are from ωB97M-V with the def2-TZVPD basis set.

The geometry in ORCA input format:
```
! wB97M-V def2-TZVPD RIJCOSX def2/J DEFGRID3
* xyz 0 1
C -7.0928 -2.1006 1.7647
C -6.8227 -0.7339 1.2150
C -5.6279 -0.4652 0.5625
C -5.3663 0.8066 0.0690
C -6.3092 1.8179 0.2285
C -7.4996 1.5505 0.8773
C -7.7570 0.2836 1.3688
H -8.6889 0.0813 1.8756
H -8.2295 2.3368 0.9990
H -6.1090 2.8089 -0.1548
N -4.1706 1.1356 -0.5929
C -3.1182 0.3402 -0.8882
O -3.0319 -0.8407 -0.6327
C -2.0000 1.0790 -1.6344
C -0.6838 0.4900 -1.3009
N 0.3816 1.1663 -1.0800
N 1.4459 0.4280 -0.7883
C 1.2073 -0.8473 -0.7925
N 2.1179 -1.8150 -0.5187
C 3.4543 -1.6899 -0.1012
O 4.0821 -2.6994 0.1199
N 3.8800 -0.4113 0.0022
C 5.1357 0.0232 0.4188
C 6.1810 -0.8234 0.7780
C 7.3960 -0.3011 1.1852
C 7.5990 1.0667 1.2437
C 6.5731 1.9275 0.8898
C 5.3658 1.3998 0.4856
F 4.3625 2.2431 0.1416
H 6.6948 2.9986 0.9233
H 8.5488 1.4666 1.5627
H 8.1923 -0.9756 1.4600
H 6.0274 -1.8884 0.7349
H 3.1969 0.3142 -0.2377
H 1.8065 -2.7749 -0.5816
S -0.4670 -1.2462 -1.1578
H -2.1960 0.9523 -2.7052
H -1.9764 2.1446 -1.4054
H -4.1120 2.1049 -0.8749
H -4.8962 -1.2455 0.4368
H -8.1165 -2.4043 1.5560
H -6.4116 -2.8321 1.3386
H -6.9596 -2.0987 2.8466
*
```

Computed properties:
SMILES string   Cc1cccc(NC(=O)Cc2nnc(NC(=O)Nc3ccccc3F)s2)c1
Frontier orbital gap   0.3240 Eh
DFT total energy   -1617.89708 a.u.

Results of the Mulliken charge analysis, in e, for atoms 1 through 5: atom 1 (C): -1.476, atom 2 (C): 0.542, atom 3 (C): -0.495, atom 4 (C): 0.753, atom 5 (C): -0.741

Here is C5H5ClF2 as an isolated structure at a distorted geometry from OMol25. Energies are from ωB97M-V with the def2-TZVPD basis set.

The geometry in ORCA input format:
```
! wB97M-V def2-TZVPD RIJCOSX def2/J DEFGRID3
* xyz 0 1
C -1.6507 1.7773 -0.0361
C -1.4711 0.2869 0.0806
C -2.5417 -0.6424 0.0905
C 0.0072 -0.0940 0.0441
C 1.1222 0.5972 0.0907
H -2.8002 1.7441 -0.7640
H -0.5357 2.1605 -0.5606
H -1.8857 2.3231 1.1971
H -2.6218 -1.7852 0.0330
H -3.4828 -0.2027 -0.1889
F 1.4152 1.9316 -0.1202
F 2.2824 -0.1687 0.1113
Cl 0.3089 -1.8621 -0.0738
*
```

Computed properties:
Energy above the lowest of the compared OMol25 structures with the same formula, charge and spin   4.5115 eV
Frontier orbital gap   0.3449 Eh
DFT total energy   -853.26536 a.u.

Results of the Mulliken charge analysis, in e, for atoms 1 through 5: atom 1 (C): -0.841, atom 2 (C): 0.565, atom 3 (C): -0.930, atom 4 (C): -0.076, atom 5 (C): 0.649

Here is C3H4N2O as an isolated structure from OMol25. Energies are from ωB97M-V with the def2-TZVPD basis set.

The geometry in ORCA input format:
```
! wB97M-V def2-TZVPD RIJCOSX def2/J DEFGRID3
* xyz 0 1
O 1.4420 1.2054 0.8090
C 0.6073 0.1478 0.8301
C 0.7904 -1.0213 0.0547
C -0.3227 -1.2874 -0.6634
N -1.3929 -0.3557 -0.5684
N -1.0468 0.6399 0.0916
H 1.9777 1.1360 0.0063
H 0.2043 -0.0041 1.8345
H -0.5316 -2.1395 -1.2998
H -1.8171 1.2772 0.2977
*
```

Computed properties:
Energy above the lowest of the compared OMol25 structures with the same formula, charge and spin   4.7737 eV
Frontier orbital gap   0.3101 Eh
DFT total energy   -301.31180 a.u.

Results of the Mulliken charge analysis, in e, for atoms 1 through 5: atom 1 (O): -0.467, atom 2 (C): 0.322, atom 3 (C): -0.620, atom 4 (C): -0.217, atom 5 (N): -0.356

Here is a 5-piece molecular cluster, C43H78ClF3N4O15PS overall at a distorted geometry from OMol25. Energies are from ωB97M-V with the def2-TZVPD basis set.

The geometry in ORCA input format:
```
! wB97M-V def2-TZVPD RIJCOSX def2/J DEFGRID3
* xyz 1 1
C 4.5773 0.4283 1.9540
C 5.5367 -0.3200 0.9226
O 6.6825 0.4686 0.5182
C 4.7392 -0.9170 -0.3534
C 5.1935 -0.2731 -1.6981
C 4.9237 1.2151 -1.8530
N 4.3002 1.9846 -0.8227
C 5.0732 2.8314 -0.3004
S 6.2047 3.9539 -0.0058
C 5.3476 1.7860 -3.2159
C 5.1185 3.3246 -3.5288
C 3.7208 3.5914 -4.2711
C 2.6169 3.8292 -3.1629
N 1.4031 2.9861 -3.2121
C 1.6472 1.5789 -3.5813
C 0.5407 0.5590 -3.1484
C 0.8593 -0.9054 -3.3405
C -0.0669 -2.0108 -2.9978
C -1.3891 -1.6783 -2.3855
C -1.7231 -0.2384 -2.1933
C -0.7927 0.8729 -2.5839
O -1.1825 2.2071 -2.4141
N 5.9554 1.0529 -4.1846
N 6.1623 -0.2250 -3.9611
P 7.0084 -0.9573 -5.4173
O 8.4362 -1.6958 -4.8531
Cl 5.7272 -2.4183 -6.2832
C 5.8468 -1.0108 -2.8589
C 6.0509 -2.5253 -2.6179
F 6.8194 -2.6659 -1.4578
F 4.7483 -3.0763 -2.3708
F 6.6400 -3.3403 -3.5571
H 3.4983 0.0838 1.8576
H 4.6792 1.5481 1.9505
H 4.8916 0.0927 2.9969
H 5.9681 -1.2043 1.4978
H 7.0684 0.8062 1.3483
H 4.8494 -2.0280 -0.2783
H 3.6568 -0.6053 -0.1904
H 5.9254 3.6486 -4.2640
H 5.2349 3.9789 -2.6249
H 3.8701 4.5831 -4.8101
H 3.4846 2.8421 -5.0718
H 2.2689 4.9113 -3.2444
H 3.1036 3.7729 -2.1309
H 1.0673 2.9511 -2.2356
H 1.6914 1.5409 -4.7222
H 2.6478 1.1509 -3.2387
H 1.8603 -1.1746 -3.7882
H 0.2732 -3.0598 -3.2170
H -2.0707 -2.5207 -2.1102
H -2.7301 -0.0117 -1.7281
H -1.9430 2.1682 -1.7943
H 8.4628 -2.5931 -5.2587
C -7.6410 -0.1463 1.8781
O -6.5615 0.2276 2.7167
C -5.4569 -0.6640 2.6529
C -4.1386 0.0739 2.4404
O -3.9896 0.7500 1.1946
C -4.8172 1.8848 0.9544
C -4.6005 3.0826 1.8777
O -5.0590 2.8116 3.1951
C -4.1624 3.2173 4.2124
H -8.2832 -0.8665 2.3931
H -8.2224 0.7512 1.6589
H -7.2940 -0.5610 0.9263
H -5.5887 -1.4137 1.8648
H -5.4097 -1.1879 3.6141
H -3.3438 -0.6787 2.4591
H -3.9218 0.7456 3.2701
H -5.8674 1.5986 0.9231
H -4.5703 2.2108 -0.0631
H -5.1848 3.9288 1.5016
H -3.5380 3.3579 1.8689
H -3.1176 3.0494 3.9289
H -4.3667 2.6124 5.0982
H -4.3216 4.2702 4.4593
C 5.8062 -9.8730 -6.1428
O 5.8830 -8.5504 -5.6389
C 5.2185 -7.5907 -6.4477
C 4.2889 -6.6976 -5.6306
O 3.1677 -7.3378 -5.0307
C 3.4159 -8.2645 -3.9771
C 4.0360 -7.6851 -2.7081
O 5.3889 -7.2977 -2.9209
C 5.7139 -6.0316 -2.3864
H 6.6025 -10.0423 -6.8729
H 5.9432 -10.5598 -5.3057
H 4.8301 -10.0828 -6.5915
H 4.6518 -8.0667 -7.2552
H 5.9930 -6.9621 -6.9021
H 3.8662 -5.9596 -6.3207
H 4.8430 -6.1194 -4.8905
H 3.9861 -9.1190 -4.3383
H 2.4317 -8.6610 -3.7050
H 4.0404 -8.4576 -1.9329
H 3.4265 -6.8418 -2.3599
H 4.8964 -5.3149 -2.4971
H 6.5703 -5.6434 -2.9401
H 5.9911 -6.1333 -1.3326
C -5.8955 -2.5995 10.0961
O -6.1680 -2.4253 8.7174
C -6.7243 -3.5754 8.0945
C -7.9716 -3.2412 7.2805
O -9.1011 -2.7864 8.0185
C -9.0132 -1.5124 8.6495
C -8.8684 -0.3116 7.7174
O -7.5887 -0.2864 7.0970
C -7.6271 -0.0107 5.7092
H -4.9117 -3.0591 10.2284
H -5.8902 -1.6135 10.5646
H -6.6642 -3.2011 10.5914
H -6.9636 -4.3543 8.8268
H -5.9623 -3.9722 7.4143
H -8.2955 -4.1685 6.7970
H -7.7422 -2.5540 6.4664
H -8.2384 -1.5115 9.4149
H -9.9595 -1.3922 9.1882
H -8.9584 0.6058 8.3079
H -9.6748 -0.3309 6.9740
H -8.4861 -0.4834 5.2200
H -6.7228 -0.4247 5.2611
H -7.6423 1.0689 5.5390
C -2.9397 5.6110 -1.0442
O -1.8609 5.9906 -0.2079
C -0.7669 5.0867 -0.2415
C 0.5624 5.8038 -0.4679
O 0.7275 6.4420 -1.7300
C -0.0839 7.5807 -2.0088
C 0.1443 8.8002 -1.1189
O -0.3245 8.5722 0.2045
C 0.5723 8.9955 1.2136
H -3.5929 4.9085 -0.5168
H -3.5093 6.5100 -1.2859
H -2.5921 5.1719 -1.9853
H -0.9018 4.3172 -1.0098
H -0.7318 4.5887 0.7346
H 1.3489 5.0414 -0.4232
H 0.7828 6.4961 0.3441
H -1.1374 7.3074 -2.0385
H 0.1732 7.8736 -3.0325
H -0.4263 9.6423 -1.5226
H 1.2097 9.0616 -1.1282
H 1.6163 8.8067 0.9401
H 0.3565 8.4188 2.1156
H 0.4253 10.0569 1.4298
*
```

Computed properties:
Frontier orbital gap   0.1783 Eh
DFT total energy   -4531.47863 a.u.

Results of the Mulliken charge analysis, in e, for atoms 1 through 5: atom 1 (C): -1.107, atom 2 (C): 0.172, atom 3 (O): -0.557, atom 4 (C): -1.416, atom 5 (C): 0.647